No. 1
Molecular formula: C27H26BrF40NO7P2S
Method: DFT, ωB97M-V with the def2-TZVPD basis set

**Structure (SMILES)**: N=[PH2][C@@H](Br)OC(=O)[PH2]=S.FC(F)C(F)(F)COC(F)(F)C(F)F.FC(F)C(F)(F)COC(F)(F)C(F)F.FC(F)C(F)(F)COC(F)(F)C(F)F.FC(F)C(F)(F)COC(F)(F)C(F)F.FC(F)C(F)(F)COC(F)(F)C(F)F
**M**: 1410.34 g mol⁻¹
**Total charge**: 0
**Energy**: -252392.2971 eV
**Frontier orbital gap**: 7.432 eV

```
105
C27H26BrF40NO7P2S (ωB97M-V with the def2-TZVPD basis set)
N -0.19470 -1.53260 -4.03154
P 1.16596 -2.18892 -3.41949
C 1.11990 -2.24042 -1.47752
Br 0.07394 -3.79401 -0.77625
O 2.52828 -2.27039 -1.05030
C 3.07910 -0.92308 -0.83867
O 2.54555 -0.20260 0.18085
P 4.50313 -0.10042 -1.80815
S 5.35977 -1.23020 -3.13991
H 0.06113 -0.65555 -4.56474
H 1.26217 -3.53699 -3.99195
H 2.33742 -1.41987 -3.78693
H 0.56415 -1.24171 -1.16421
H 4.01160 1.11879 -2.42577
H 5.50622 0.29243 -0.80995
F 0.43496 -2.71605 5.66223
C 0.53666 -1.87528 4.60800
F 0.27539 -0.62997 5.08900
C -0.43395 -2.23215 3.48782
F -1.72631 -2.11021 3.89294
F -0.27535 -1.31804 2.47904
C -0.22649 -3.62544 2.87479
O -1.08613 -4.65969 3.35990
C -0.65531 -5.30040 4.55921
F 0.61197 -4.91450 4.84203
F -0.58363 -6.62663 4.26410
C -1.62059 -5.08037 5.73099
F -1.76964 -3.76233 6.01653
F -1.15985 -5.67372 6.86341
H 1.57155 -1.88254 4.25512
H -0.48450 -3.53761 1.81201
H 0.82665 -3.93191 2.87347
H -2.60924 -5.49092 5.50504
F 3.32027 -2.73575 8.90345
C 2.75884 -2.99723 7.70134
F 2.21220 -4.23898 7.79970
C 3.77438 -2.94670 6.56539
F 4.72745 -3.90608 6.70830
F 3.12249 -3.24486 5.39726
C 4.45559 -1.58364 6.37006
O 5.75231 -1.43976 6.95466
C 5.76436 -1.06735 8.33148
F 4.51230 -0.71605 8.71074
F 6.50717 0.07049 8.39977
C 6.37992 -2.14453 9.23372
F 5.70418 -3.31782 9.14570
F 6.34113 -1.77066 10.53964
H 1.94218 -2.28903 7.53675
H 4.63303 -1.47781 5.29252
H 3.79564 -0.74389 6.61970
H 7.42234 -2.33382 8.96068
F -4.62149 -1.32639 -4.53099
C -3.45314 -1.16954 -3.86842
F -3.25065 -2.32369 -3.17748
C -3.48114 0.02475 -2.92124
F -4.40624 -0.14231 -1.93867
F -2.27075 0.09001 -2.28165
C -3.70834 1.38267 -3.60281
O -5.04740 1.88284 -3.57619
C -5.90057 1.40152 -4.61296
F -5.15841 0.73550 -5.52977
F -6.37094 2.50900 -5.24806
C -7.07457 0.57061 -4.07951
F -6.64630 -0.51222 -3.38306
F -7.84345 0.09962 -5.09623
H -2.64672 -1.07750 -4.60107
H -3.13475 2.11861 -3.02560
H -3.27188 1.42708 -4.60808
H -7.70781 1.16902 -3.41775
F -10.90550 3.93225 -9.47315
C -11.46668 2.95447 -8.72639
F -12.81090 3.15378 -8.78814
C -10.98606 2.98343 -7.27987
F -11.35294 4.13557 -6.65767
F -11.62150 1.97770 -6.59935
C -9.47548 2.77065 -7.09827
O -8.69056 3.95317 -6.92643
C -8.29078 4.60218 -8.13201
F -8.57360 3.80040 -9.18656
F -6.93357 4.68007 -8.07690
C -8.88640 6.00848 -8.27626
F -10.24294 5.98090 -8.27126
F -8.51359 6.58034 -9.45130
H -11.25379 1.99084 -9.19719
H -9.35089 2.22554 -6.15429
H -9.05089 2.10084 -7.85597
H -8.55874 6.65724 -7.45847
F 8.72731 0.89415 0.93382
C 9.89565 1.05100 1.59639
F 10.09815 -0.10314 2.28733
C 9.86766 2.24529 2.54357
F 8.94256 2.07824 3.52614
F 11.07805 2.31055 3.18316
C 9.64046 3.60321 1.86200
O 8.30140 4.10338 1.88862
C 7.44822 3.62206 0.85185
F 8.19038 2.95604 -0.06496
F 6.97786 4.72954 0.21675
C 6.27423 2.79115 1.38530
F 6.70249 1.70832 2.08175
F 5.50534 2.32017 0.36858
H 10.70207 1.14305 0.86374
H 10.21404 4.33915 2.43921
H 10.07691 3.64762 0.85673
H 5.64098 3.38956 2.04707
```


No. 2
Molecular formula: C27H26Cl2NReS
Method: DFT, ωB97M-V with the def2-TZVPD basis set

**Spin multiplicity**: 2
**M**: 653.69 g mol⁻¹
**Total charge**: +1
**Energy**: -67917.9265 eV
**Energy relative to the best compared isomer or geometry (same formula, charge and spin)**: 3.6 kcal/mol
**Frontier orbital gap (spin up / spin down)**: 7.222 / 6.987 eV

```
58
C27H26Cl2NReS (ωB97M-V with the def2-TZVPD basis set)
Re 0.27509 0.12311 -0.06541
C -0.08168 -2.07227 -0.11664
C 1.16964 -1.93022 0.59907
C 2.12973 -1.37531 -0.29165
C 1.51188 -1.18567 -1.55609
C 0.14535 -1.60932 -1.46611
C -0.79287 -1.89475 -2.59274
C 2.25064 -0.82108 -2.80294
C 3.59169 -1.17485 -0.02577
C 1.46413 -2.43924 1.97385
C -1.28042 -2.79579 0.40208
H -0.57115 -2.88166 -3.00303
H -0.70395 -1.17088 -3.40378
H -1.82364 -1.88431 -2.24713
H 2.87297 -1.67109 -3.09709
H 2.90153 0.03912 -2.66313
H 1.56799 -0.60430 -3.62044
H 3.81058 -0.27549 0.55119
H 4.14491 -1.10916 -0.96019
H 3.98083 -2.02547 0.53551
H 1.95308 -3.41375 1.91422
H 0.55678 -2.56313 2.56087
H 2.13589 -1.77034 2.51461
H -1.25759 -3.83983 0.08521
H -2.20603 -2.34996 0.03516
H -1.31384 -2.78045 1.49116
Cl -0.73744 0.15521 2.13044
C -2.50007 0.27451 1.95705
C -3.27046 0.16038 3.09248
C -4.64423 0.26188 2.92965
C -5.18074 0.46999 1.66576
C -4.35630 0.57853 0.55718
Cl -5.06793 0.83306 -0.99374
C -2.96270 0.48143 0.67454
S -1.90495 0.65175 -0.70946
H -2.82361 0.00102 4.06368
H -5.29608 0.18000 3.78774
H -6.24995 0.55025 1.52863
C 3.27267 2.08981 2.52661
C 3.89812 2.99429 1.67451
C 3.45966 3.10308 0.37614
C 2.39243 2.32310 -0.07275
N 1.79275 1.44211 0.76129
C 2.23880 1.33661 2.03123
C 1.81031 2.38332 -1.40774
C 2.24284 3.27224 -2.39519
C 1.59080 3.32101 -3.61053
C 0.49232 2.49606 -3.83312
C 0.07581 1.60702 -2.85666
C 0.73684 1.51502 -1.63031
H 3.58119 1.96820 3.55453
H 4.72074 3.60274 2.02554
H 3.93057 3.79805 -0.30255
H 1.75343 0.60494 2.65832
H 3.08236 3.93235 -2.22029
H 1.92322 4.00738 -4.37721
H -0.04186 2.55151 -4.77303
H -0.78340 0.97816 -3.06020
```


No. 3
Molecular formula: C27H26CsF2N4
Method: DFT, ωB97M-V with the def2-TZVPD basis set

**M**: 577.43 g mol⁻¹
**Total charge**: -1
**Energy**: -40363.2609 eV
**Energy relative to the best compared isomer or geometry (same formula, charge and spin)**: 20.5 kcal/mol
**Frontier orbital gap**: 5.573 eV

```
60
C27H26CsF2N4 (ωB97M-V with the def2-TZVPD basis set)
Cs -1.03334 0.33497 0.57515
N 1.79854 3.18799 1.71555
C 2.85588 2.67840 0.83661
C 3.09033 3.62773 -0.33121
C 1.90116 3.66986 -1.28544
N 1.67335 2.34544 -1.86323
H 2.14184 3.94445 2.29479
H 1.48548 2.45313 2.33769
H 2.50671 1.73381 0.42507
H 3.79811 2.48681 1.36162
H 3.98400 3.30451 -0.87641
H 3.28938 4.63848 0.04132
H 2.06433 4.45318 -2.03553
H 1.01348 3.93999 -0.71357
H 2.40990 2.08908 -2.50877
H 0.79228 2.30438 -2.35941
F -3.90114 -1.53095 -4.20924
C -3.99434 -0.58578 -3.23331
C -2.86529 -0.12351 -2.59330
C -2.92011 0.82718 -1.56275
C -4.21231 1.31201 -1.22435
C -5.32082 0.84600 -1.93111
F -6.59191 1.29912 -1.67274
C -5.25272 -0.10642 -2.92813
C -4.30802 2.31491 -0.11550
C -5.49163 2.96955 0.27000
C -5.47339 3.88975 1.30292
C -4.28168 4.16727 1.95365
C -3.16144 3.48105 1.51669
N -3.16356 2.58544 0.53719
H -1.90760 -0.53349 -2.91571
H -6.14185 -0.45250 -3.43612
H -6.41895 2.76459 -0.23738
H -6.38909 4.39083 1.59609
H -4.21954 4.88455 2.76120
H -2.19622 3.66561 1.98522
N 0.80481 -1.31799 1.36495
C 1.48023 -2.31743 1.01346
C 1.30256 -3.67479 1.69372
C 2.39269 -4.41040 2.15647
C 2.21407 -5.57091 2.90222
C 0.93431 -6.03306 3.17624
C -0.16148 -5.31857 2.70250
C 0.02559 -4.14995 1.97882
C 2.55045 -2.28741 -0.06958
C 2.84318 -3.39404 -0.86631
C 3.77649 -3.31056 -1.89403
C 4.44851 -2.11920 -2.13192
C 4.17050 -1.01091 -1.33709
C 3.22787 -1.09938 -0.32447
H 3.39548 -4.06156 1.93255
H 3.07591 -6.11716 3.26921
H 0.78987 -6.93761 3.75527
H -1.16540 -5.67429 2.90581
H -0.82406 -3.57065 1.63665
H 2.32499 -4.32888 -0.68389
H 3.97958 -4.17800 -2.51200
H 5.18110 -2.05444 -2.92783
H 4.68992 -0.07465 -1.51231
H 2.98295 -0.24561 0.29403
```